No. 1
C10H14BCl12FInO2 | the ωB97M-V functional and the def2-TZVPD basis

Its net charge is -1. For the orbital gap, the calculation gives 6.25 eV.

XYZ file:
```
41
Properties=species:S:1:pos:R:3:forces:R:3
C 5.124 -3.545 -0.759 -5.3 6.5 -1.8
C 4.400 -2.396 -1.197 5.3 -8.5 3.4
In 2.989 -0.635 -1.694 -0.1 -0.4 -0.3
C 3.817 1.362 -0.966 2.6 1.4 0.8
C 5.073 1.093 0.096 -3.0 1.8 4.3
O 4.864 1.332 1.395 2.6 -2.1 -8.1
F 6.339 0.549 -0.489 -3.3 1.5 1.9
B 0.955 -1.159 -0.722 -0.3 -0.9 0.4
O 0.391 -2.482 -1.114 -0.8 2.3 -0.6
C 0.169 -0.190 0.351 -0.9 -0.3 0.6
C -0.551 1.022 -0.524 0.1 -1.3 -0.2
H 5.364 -4.547 -0.156 -0.5 2.8 -1.8
H 2.679 -0.544 -3.471 0.3 0.0 0.3
H 4.234 1.994 -1.874 -0.6 -1.5 1.7
H 3.010 2.045 -0.438 1.9 -1.7 -0.7
H -0.182 -2.369 -1.933 1.1 -0.3 1.5
H 0.877 0.231 1.200 -1.3 -0.7 -1.9
H -0.661 -0.851 0.864 1.4 1.4 -0.7
H 0.152 1.190 -1.464 -1.5 0.2 1.9
H -0.739 1.991 0.106 0.4 -2.2 -1.5
H -1.571 0.554 -0.919 2.1 1.3 0.8
C -4.580 2.081 -1.025 0.0 0.0 0.1
Cl -4.623 0.434 -1.678 0.0 0.2 0.0
Cl -3.631 2.133 0.471 -0.3 0.1 -0.2
Cl -3.918 3.208 -2.221 -0.1 -0.1 0.1
H -5.604 2.386 -0.794 0.4 -0.1 -0.1
C -5.877 -0.025 2.785 0.2 -0.2 0.0
Cl -6.836 1.152 1.871 -0.1 -0.1 0.1
Cl -4.877 -0.997 1.693 -0.2 0.1 0.3
Cl -4.867 0.796 3.988 -0.2 -0.1 -0.1
H -6.563 -0.694 3.311 0.2 0.3 -0.2
C 1.373 4.792 0.473 0.2 0.0 0.1
Cl 2.231 3.831 1.689 -0.1 0.2 -0.2
Cl 2.112 4.578 -1.124 -0.2 0.2 0.2
Cl -0.343 4.351 0.428 0.1 0.5 0.1
H 1.450 5.846 0.750 0.0 -0.4 -0.1
C -0.388 -5.598 0.630 0.2 0.2 -0.2
Cl -2.150 -5.427 0.709 0.1 0.0 0.0
Cl 0.198 -6.622 1.952 -0.1 0.1 -0.1
Cl 0.102 -6.265 -0.937 -0.1 0.1 0.3
H 0.060 -4.607 0.737 -0.1 -0.3 -0.1
```
Positions in Å, forces in eV/Å.

No. 2
C20H25N5 | the ωB97M-V functional and the def2-TZVPD basis

Its net charge is +1. For the orbital gap (spin up / spin down), the calculation gives 6.72 / 2.33 eV. Its spin multiplicity is 2.

XYZ file:
```
50
Properties=species:S:1:pos:R:3:forces:R:3
N -5.426 -2.799 2.229 0.2 2.7 1.9
C -5.383 -3.997 2.872 1.5 -0.5 0.1
C -5.845 -4.919 1.979 -0.1 -0.3 0.3
C -6.277 -4.178 0.877 -2.0 -1.4 -1.4
C -6.143 -2.846 1.104 0.5 -1.2 -2.0
H -4.930 -1.950 2.462 -0.3 -0.3 0.7
H -4.905 -4.115 3.833 0.0 0.1 -0.1
H -5.903 -5.996 2.030 0.0 0.2 0.4
H -6.810 -4.678 0.082 0.0 0.4 -0.3
H -6.379 -2.059 0.403 0.3 0.3 0.5
N -0.989 0.957 2.869 1.3 1.5 1.9
C -1.776 0.178 2.115 0.3 0.5 -1.0
C -0.983 -0.174 1.073 0.5 -1.3 -1.9
C 0.383 0.247 1.261 -1.8 1.6 0.6
C 0.305 1.104 2.364 -0.6 -2.0 0.2
H -1.282 1.308 3.769 0.2 0.2 -0.2
H -2.850 0.139 2.221 0.2 -0.1 0.2
H -1.386 -0.571 0.154 0.2 -0.5 0.1
H 1.195 0.144 0.556 -0.1 0.0 0.1
H 1.086 1.574 2.943 -0.2 0.2 0.0
N 0.818 4.853 -1.395 -0.6 2.1 -0.6
C 0.824 3.933 -0.419 0.5 -1.9 -0.7
C -0.363 4.049 0.290 3.1 -3.8 1.8
C -0.888 5.186 -0.107 -4.6 4.0 -0.5
C -0.273 5.683 -1.190 1.6 0.3 -1.3
H 1.496 5.046 -2.118 0.1 -0.4 0.4
H 1.634 3.223 -0.497 -0.3 -0.3 0.6
H -0.755 3.343 1.007 0.3 0.2 0.2
H -1.773 5.661 0.291 -0.1 -0.2 0.0
H -0.489 6.519 -1.838 0.1 -0.1 0.2
N 3.527 0.810 -3.774 -1.8 -0.7 1.1
C 4.203 1.157 -2.659 2.0 0.6 -1.7
C 3.326 1.403 -1.682 -0.5 0.6 3.0
C 2.023 1.067 -2.104 -0.4 0.1 -0.3
C 2.173 0.707 -3.389 0.7 -0.6 -3.5
H 3.978 0.662 -4.665 -0.5 -0.2 0.1
H 5.266 1.262 -2.817 0.0 0.3 0.8
H 3.471 1.854 -0.712 0.6 -0.2 0.0
H 1.076 1.134 -1.590 0.2 0.1 0.1
H 1.501 0.439 -4.191 -0.4 0.0 0.4
N 2.923 -1.590 -0.903 1.4 -1.7 0.9
C 3.660 -1.544 0.258 -1.6 1.3 -2.7
C 3.828 -2.840 0.683 0.2 -5.6 -0.8
C 3.333 -3.807 -0.345 1.5 3.8 2.7
C 2.848 -2.927 -1.300 -1.0 0.7 -0.6
H 2.725 -0.763 -1.449 -0.2 0.4 -0.5
H 4.055 -0.572 0.516 0.0 -0.2 0.7
H 4.336 -3.226 1.554 0.0 0.5 0.2
H 3.400 -4.884 -0.403 0.0 0.2 0.2
H 2.415 -3.209 -2.248 -0.1 0.3 -0.1
```
Positions in Å, forces in eV/Å.

No. 3
C23H34N6O5Ti | the ωB97M-V functional and the def2-TZVPD basis

Its net charge is -2. For the orbital gap (spin up / spin down), the calculation gives 2.74 / 5.66 eV. Its spin multiplicity is 5.

XYZ file:
```
69
Properties=species:S:1:pos:R:3:forces:R:3
Ti 20.740 7.690 -14.685 -0.7 -0.6 1.0
C 19.477 6.055 -13.012 -3.2 1.6 -0.6
O 20.334 5.532 -13.701 6.3 -1.6 -3.0
O 19.521 7.262 -12.664 2.9 4.7 1.5
O 18.377 5.560 -12.971 -5.2 -3.8 1.8
C 18.133 6.733 -9.014 -0.8 0.3 0.5
C 16.663 7.143 -9.302 2.6 -1.1 0.4
O 16.339 7.575 -10.347 -0.7 2.0 -3.7
N 15.729 6.946 -8.399 -1.9 -1.6 3.7
C 14.329 7.394 -8.451 1.5 0.8 0.3
H 18.718 7.559 -8.608 -0.3 0.2 0.2
H 18.640 6.505 -9.951 -0.4 -0.4 -0.1
H 18.135 5.923 -8.284 0.3 -0.2 -0.2
H 15.947 6.490 -7.525 0.3 0.0 -0.3
H 13.684 6.916 -9.188 0.3 0.0 0.0
H 14.447 8.469 -8.593 -0.8 0.1 -0.5
H 13.950 7.282 -7.436 -0.2 -0.3 -0.1
C 23.177 1.691 -15.713 0.5 0.5 0.2
C 22.406 2.914 -15.339 -5.2 1.3 -1.1
O 21.369 3.279 -16.004 3.1 -1.6 0.5
N 22.525 3.570 -14.176 2.4 -0.6 1.1
C 23.557 3.472 -13.125 -0.6 0.6 -0.2
H 23.315 1.081 -14.820 0.2 -0.1 -0.1
H 24.136 2.038 -16.099 0.3 -0.3 0.0
H 22.641 1.140 -16.485 0.0 0.2 0.1
H 21.806 4.264 -14.032 -0.7 0.4 0.1
H 24.518 3.935 -13.352 0.1 0.0 -0.6
H 23.765 2.472 -12.745 -0.3 -0.2 -0.2
H 23.201 4.108 -12.315 -0.1 -0.4 0.1
N 19.936 9.305 -10.420 0.6 1.4 1.1
C 18.989 9.849 -9.574 -0.9 -1.2 -1.5
C 19.576 10.696 -8.688 -1.5 0.5 0.4
C 20.905 10.764 -9.045 2.3 -0.5 0.1
C 21.119 9.894 -10.087 0.3 -0.1 0.1
H 19.835 8.548 -11.081 -0.5 -0.3 -0.9
H 17.957 9.672 -9.841 -0.1 -0.2 0.5
H 19.035 11.218 -7.912 0.1 0.1 -0.1
H 21.759 11.167 -8.520 -0.2 0.5 0.1
H 22.087 9.686 -10.520 -0.3 -0.4 -0.3
N 25.048 6.734 -10.399 -1.5 -0.6 -1.8
C 24.669 6.503 -11.722 1.0 1.0 -0.7
C 23.320 6.551 -11.848 0.2 -1.7 -0.5
C 22.789 6.546 -10.548 -0.7 0.8 -0.7
C 23.831 6.739 -9.716 1.2 0.4 2.3
H 26.008 6.610 -10.113 -0.6 0.2 0.5
H 25.369 6.432 -12.542 0.3 0.0 0.3
H 22.749 6.310 -12.733 0.0 0.4 -0.2
H 21.719 6.492 -10.413 0.1 0.2 0.6
H 23.826 7.063 -8.686 0.0 -0.4 0.1
N 22.237 6.772 -17.593 0.4 0.7 -0.6
C 22.464 6.035 -16.495 0.1 -0.4 0.6
C 23.828 5.956 -16.253 -0.9 1.3 -0.9
C 24.437 6.798 -17.278 -0.8 -0.4 0.6
C 23.402 7.299 -18.073 0.6 -0.9 0.4
H 21.323 7.051 -17.922 -0.1 0.0 0.2
H 21.609 5.638 -15.967 0.1 -0.4 0.1
H 24.168 5.496 -15.337 0.6 0.1 -0.3
H 25.488 7.043 -17.332 -0.1 0.0 -0.2
H 23.359 7.867 -18.991 0.3 0.1 0.2
N 16.765 4.143 -11.163 0.6 -0.7 3.0
C 15.800 3.407 -11.682 -0.7 -1.4 -0.2
C 15.489 2.401 -10.772 -1.4 -1.2 -0.6
C 16.273 2.507 -9.594 0.4 1.7 -2.0
C 17.050 3.611 -9.906 1.0 0.6 0.5
H 17.170 4.931 -11.649 1.1 0.6 -0.5
H 15.542 3.597 -12.713 -0.4 -0.2 0.2
H 14.776 1.611 -10.954 -0.1 0.0 -0.1
H 16.387 1.889 -8.717 -0.3 0.0 -0.2
H 17.847 3.949 -9.260 0.0 0.5 -0.4
```
Positions in Å, forces in eV/Å.